[1]
{"formula": "C2H2N2O2S2", "method": "ωB97M-V/def2-TZVPD", "fmax_ev_per_a": 4.133, "energy_ha": -1133.68652, "charge": 0, "de_lowest_kcal_mol": 62.4, "e_lumo_ev": [-3.30, -3.15], "symbols": ["C", "C", "N", "N", "O", "O", "S", "S", "H", "H"], "coordinates": [[-1.75, 1.09, -0.87], [0.99, -0.45, 0.16], [-1.45, 1.30, 0.25], [1.05, 0.10, 1.40], [1.79, -0.49, -0.78], [-0.25, -1.00, -0.01], [-2.03, 0.71, -2.42], [-0.47, -1.66, -1.44], [1.98, 0.43, 1.77], [0.15, -0.01, 1.93]]}

[2]
{"formula": "C4H9NO2", "method": "ωB97M-V/def2-TZVPD", "fmax_ev_per_a": 2.712, "energy_ha": -362.98255, "charge": 0, "de_lowest_kcal_mol": 64.6, "e_lumo_ev": 0.74, "smiles": "C[C@@H](CO)NC=O", "symbols": ["C", "C", "C", "O", "N", "C", "O", "H", "H", "H", "H", "H", "H", "H", "H", "H"], "coordinates": [[-1.04, 1.49, -0.13], [-0.43, 0.16, 0.29], [-1.27, -1.06, 0.07], [-0.43, -2.15, 0.18], [1.13, -0.35, -0.43], [2.24, 0.05, 0.31], [2.27, 0.03, 1.52], [-0.23, 2.08, -0.54], [-1.46, 2.07, 0.71], [-1.83, 1.38, -0.88], [-0.03, 0.15, 1.30], [-2.01, -0.90, 0.89], [-1.87, -1.01, -0.87], [0.50, -1.64, -0.06], [1.34, -0.43, -1.44], [3.08, 0.45, -0.29]]}

[3]
{"formula": "C7H13FN2", "method": "ωB97M-V/def2-TZVPD", "fmax_ev_per_a": 5.170, "energy_ha": -483.68833, "charge": 0, "de_lowest_kcal_mol": 2.6, "spin_multiplicity": 3, "e_lumo_ev": [0.71, -0.98], "symbols": ["C", "C", "C", "C", "C", "C", "C", "N", "N", "F", "H", "H", "H", "H", "H", "H", "H", "H", "H", "H", "H", "H", "H"], "coordinates": [[2.02, 0.80, -1.36], [-1.97, -1.15, -0.62], [-0.18, 1.53, 2.32], [-0.80, -0.95, 0.36], [0.80, 0.98, 1.16], [1.20, -0.11, -1.96], [-0.12, 0.42, 0.17], [2.68, 1.70, -1.07], [1.18, -1.48, -1.95], [-1.06, 1.31, -0.20], [-2.24, -0.27, -1.13], [-1.74, -1.82, -1.38], [-2.90, -1.48, -0.27], [-0.80, 2.28, 1.97], [0.54, 1.89, 3.17], [-0.94, 0.89, 2.72], [-0.12, -1.69, 0.32], [-1.21, -0.99, 1.30], [1.24, 1.77, 0.70], [1.39, 0.14, 1.65], [0.44, 0.16, -2.64], [0.49, -2.11, -1.63], [2.10, -1.83, -1.64]]}

[4]
{"formula": "C7H12", "method": "ωB97M-V/def2-TZVPD", "fmax_ev_per_a": 3.450, "energy_ha": -273.75112, "charge": 0, "de_lowest_kcal_mol": 98.8, "e_lumo_ev": 1.09, "symbols": ["C", "C", "C", "C", "C", "C", "C", "H", "H", "H", "H", "H", "H", "H", "H", "H", "H", "H", "H"], "coordinates": [[-2.58, 0.27, 0.20], [-1.10, 0.07, 0.17], [-0.17, 0.13, -1.02], [0.97, 0.19, 0.01], [2.24, -0.62, -0.03], [2.29, 0.89, -0.11], [-0.10, 0.26, 1.06], [-3.13, -0.27, -0.58], [-2.72, 1.34, 0.04], [-3.03, 0.02, 1.17], [-1.41, -1.94, 0.01], [-0.14, -0.70, -1.75], [-0.35, 1.07, -1.54], [2.46, -1.19, -0.93], [2.58, -1.09, 0.89], [2.54, 1.34, -1.07], [2.66, 1.44, 0.75], [-0.05, 0.27, 2.15], [-0.93, -1.49, 0.56]]}

[5]
{"formula": "C5H14NOS", "method": "ωB97M-V/def2-TZVPD", "fmax_ev_per_a": 5.165, "energy_ha": -727.02959, "charge": -1, "de_lowest_kcal_mol": 63.9, "e_lumo_ev": 3.30, "symbols": ["C", "N", "C", "C", "S", "C", "C", "H", "H", "H", "H", "H", "H", "H", "H", "H", "H", "H", "H", "H", "H", "O"], "coordinates": [[-0.32, 2.14, 0.78], [0.29, 1.33, -0.30], [0.25, -0.19, -0.38], [0.05, -0.91, 1.08], [-0.43, -2.70, 0.98], [1.45, -0.55, -1.20], [0.22, 1.95, 2.22], [-0.28, 3.13, 0.44], [-1.38, 1.87, 0.64], [1.14, 1.79, -0.55], [-0.74, -0.53, -0.86], [0.95, -1.02, 1.50], [-0.84, -0.54, 1.68], [1.28, -1.20, -2.10], [2.00, -1.20, -0.47], [1.96, 0.36, -1.70], [0.14, 0.96, 2.82], [1.27, 2.35, 2.33], [-0.49, 2.45, 2.95], [-0.57, 1.06, -2.69], [-0.90, 1.81, -3.96], [-1.09, 1.01, -3.57]]}

[6]
{"formula": "C19H17F3N2O2Si", "method": "ωB97M-V/def2-TZVPD", "fmax_ev_per_a": 2.836, "energy_ha": -1583.33188, "charge": 0, "e_lumo_ev": -0.12, "smiles": "C[Si](C)(C)C#Cc1ccc2[nH]c3cnc(C(=O)OCC(F)(F)F)cc3c2c1", "symbols": ["C", "Si", "C", "C", "C", "C", "C", "C", "C", "C", "N", "C", "C", "N", "C", "C", "O", "O", "C", "C", "F", "F", "F", "C", "C", "C", "C", "H", "H", "H", "H", "H", "H", "H", "H", "H", "H", "H", "H", "H", "H", "H", "H", "H"], "coordinates": [[-0.82, 4.94, 0.36], [-1.22, 4.20, 2.04], [-3.07, 3.93, 2.10], [-0.91, 5.44, 3.37], [-0.21, 2.74, 2.20], [0.33, 1.65, 2.37], [0.89, 0.37, 2.35], [1.60, -0.25, 3.39], [2.03, -1.57, 3.31], [1.74, -2.29, 2.17], [1.98, -3.60, 1.84], [1.45, -3.85, 0.56], [1.41, -5.00, -0.23], [1.00, -4.99, -1.50], [0.57, -3.78, -2.00], [0.21, -3.68, -3.41], [0.19, -4.61, -4.19], [-0.09, -2.40, -3.78], [-0.46, -2.37, -5.10], [-0.53, -0.91, -5.63], [-1.33, -0.18, -4.81], [-1.09, -0.90, -6.85], [0.69, -0.38, -5.71], [0.51, -2.61, -1.28], [0.95, -2.63, 0.04], [1.06, -1.65, 1.10], [0.62, -0.32, 1.17], [0.16, 4.69, -0.03], [-1.58, 4.55, -0.32], [-0.88, 6.00, 0.53], [-3.33, 3.63, 3.11], [-3.36, 3.14, 1.43], [-3.59, 4.84, 1.78], [-1.23, 5.02, 4.35], [0.16, 5.69, 3.37], [-1.45, 6.37, 3.18], [1.71, 0.37, 4.25], [2.62, -2.02, 4.10], [2.45, -4.29, 2.43], [1.78, -5.93, 0.16], [-1.44, -2.81, -5.20], [0.31, -2.93, -5.69], [0.10, -1.72, -1.69], [0.05, 0.12, 0.36]]}